# 1
C4H7O2Pb | ωB97M-V/def2-TZVPD

Each line ends with the natural charge from an NBO analysis.
Geometry (Å):
H (0.36, 0.88, 1.63)  0.136
H (-1.86, 0.48, 0.39)  0.249
C (-0.52, -0.84, -0.60)  -0.510
O (1.17, 1.93, 0.10)  -0.900
H (0.16, -1.03, -1.60)  0.249
H (0.15, -2.72, 0.35)  0.224
Pb (2.44, 0.36, -0.32)  1.564
C (0.51, -1.76, -0.08)  0.487
O (1.68, -1.42, 0.26)  -0.729
H (-1.22, 1.09, -1.11)  0.250
H (-0.57, 2.38, 1.10)  0.209
H (-1.43, -1.44, -0.70)  0.283
C (-0.94, 0.53, -0.21)  -0.481
C (0.07, 1.54, 0.78)  -0.032

The frontier orbital gap is 7.95 eV. The value obtained for the energy above the lowest of the compared OMol25 structures with the same formula, charge and spin is 0.0 kcal per mole. The calculation puts the HOMO energy at -13.6 eV. As for the total charge: +1. For the LUMO energy, the calculation gives -0.2092 Eh.

=====

# 2
C4H8NOS | ωB97M-V/def2-TZVPD

Each line ends with the natural charge from an NBO analysis.
Geometry (Å):
H (-2.77, 0.34, -0.18)  0.219
C (-0.27, -0.21, 0.20)  -0.509
H (-0.81, -1.11, -0.13)  0.212
C (-0.18, 0.66, -1.12)  0.702
H (-1.49, 1.41, -2.63)  0.386
H (1.38, -1.43, -0.24)  0.172
H (1.90, 0.03, 0.49)  0.203
H (-3.48, 1.03, -1.57)  0.182
O (0.86, 1.14, -1.52)  -0.613
H (-0.80, 0.40, 0.92)  0.219
C (-2.59, 1.10, -0.93)  -0.415
C (1.10, -0.71, 0.54)  -0.518
S (1.28, -1.50, 2.21)  -0.746
N (-1.39, 1.01, -1.72)  -0.663
H (-2.78, 2.07, -0.44)  0.169

The frontier orbital gap is 5.40 eV. The value obtained for the energy above the lowest of the compared OMol25 structures with the same formula, charge and spin is 25.5 kcal per mole. The calculation puts the HOMO energy at -2.2 eV. As for the total charge: -1. For the LUMO energy, the calculation gives 0.1180 Eh. The structure (SMILES) is CNC(=O)CC[S-].

=====

# 3
C23H26N2O7S | ωB97M-V/def2-TZVPD

Each line ends with the natural charge from an NBO analysis.
Geometry (Å):
H (1.66, 0.37, -1.94)  0.215
H (3.59, 2.72, -1.70)  0.199
C (-0.75, -0.11, 2.12)  -0.177
C (-0.68, -3.77, 0.07)  -0.229
C (4.80, -0.38, 2.12)  -0.220
C (-1.53, 0.71, -1.36)  -0.219
H (-0.44, -4.81, -0.18)  0.206
H (-1.50, 4.98, -0.45)  0.206
C (5.81, -0.62, 1.20)  -0.206
C (4.30, 0.70, -2.00)  -0.441
C (-3.17, -0.69, -0.31)  -0.202
H (3.99, -0.18, -2.56)  0.213
S (-1.15, -1.90, -1.80)  2.323
C (-3.12, 1.67, 0.16)  0.303
O (-3.58, 2.72, 0.90)  -0.491
H (1.15, 2.06, -1.74)  0.218
H (-1.78, 3.49, 1.55)  0.222
C (4.45, 0.33, -0.55)  0.077
H (-4.54, 0.33, 1.00)  0.238
C (2.11, 1.20, -0.02)  -0.073
H (-2.15, -4.30, 1.58)  0.231
O (-1.59, -2.15, -3.15)  -0.927
C (-1.23, -3.72, 1.50)  -0.510
O (0.13, 2.06, 1.81)  -0.660
C (3.63, 0.20, 1.70)  -0.186
H (-3.18, 4.62, 1.43)  0.203
H (2.05, 2.18, 0.45)  0.239
C (-2.66, 3.79, 0.96)  -0.117
H (3.09, 2.00, -3.23)  0.212
H (5.26, 1.03, -2.40)  0.213
C (3.25, 1.79, -2.17)  -0.393
C (-2.06, 1.84, -0.75)  0.220
C (0.18, 0.90, 1.46)  0.668
N (1.03, 0.41, 0.55)  -0.610
H (-1.79, 0.20, 1.99)  0.234
H (6.74, -1.08, 1.52)  0.211
H (-0.49, -4.13, 2.18)  0.240
O (-2.53, -2.01, 2.58)  -0.587
H (-2.16, -3.87, -1.41)  0.420
H (-0.54, -0.09, 3.20)  0.216
O (-0.58, -1.44, 1.63)  -0.527
H (6.43, -0.44, -0.83)  0.207
C (5.64, -0.26, -0.12)  -0.233
C (3.43, 0.56, 0.37)  -0.068
H (0.23, -3.18, 0.00)  0.241
C (1.94, 1.34, -1.53)  -0.405
C (-3.70, 0.42, 0.33)  -0.258
O (0.25, -1.64, -1.57)  -0.968
N (-1.61, -3.22, -0.88)  -0.890
H (-3.07, 4.39, -1.07)  0.180
C (-2.20, 4.14, -0.46)  -0.094
C (-2.06, -0.54, -1.11)  -0.346
H (-3.59, -1.67, -0.14)  0.239
O (-1.51, 3.05, -1.03)  -0.477
H (4.94, -0.65, 3.16)  0.211
H (2.84, 0.40, 2.41)  0.211
C (-1.54, -2.31, 1.96)  0.812
H (0.91, -0.53, 0.20)  0.435
H (-0.69, 0.81, -2.03)  0.249

The frontier orbital gap is 9.19 eV. The value obtained for the energy above the lowest of the compared OMol25 structures with the same formula, charge and spin is 0.2 kcal per mole. The calculation puts the HOMO energy at -8.7 eV. For the LUMO energy, the calculation gives 0.0178 Eh. The structure (SMILES) is O=C(COC(=O)CCNS(=O)(=O)c1ccc2c(c1)OCCO2)N[C@@H]1CCCc2ccccc21.

=====

# 4
C2H5N3S | ωB97M-V/def2-TZVPD

Each line ends with the natural charge from an NBO analysis.
Geometry (Å):
H (-3.80, -0.16, -0.05)  0.131
C (-0.44, 0.79, -0.04)  0.201
N (0.07, -0.45, 0.06)  -0.487
N (1.51, -0.93, -0.26)  -0.176
H (1.71, 0.46, 0.92)  0.207
H (3.37, -0.24, -0.09)  0.219
H (0.22, 1.51, -0.35)  0.196
C (2.32, -0.04, 0.09)  -0.167
N (-1.81, 0.84, -0.14)  -0.635
S (-2.58, -0.66, 0.03)  0.133
H (-0.57, -1.13, -0.16)  0.379

The frontier orbital gap is 8.64 eV. The value obtained for the energy above the lowest of the compared OMol25 structures with the same formula, charge and spin is 109.1 kcal per mole. The calculation puts the HOMO energy at -8.2 eV. For the LUMO energy, the calculation gives 0.0163 Eh. The structure (SMILES) is C=NN/C=N\S.

=====

Q: energy above the lowest of the compared OMol25 structures with the same formula, charge and spin of number 2 (C4H8NOS)?
A: 25.5 kcal per mole

=====

Q: The lowest energy above the lowest of the compared OMol25 structures with the same formula, charge and spin belongs to which entry?
A: C4H7O2Pb

=====

What did the first record say?
C4H7O2Pb | ωB97M-V/def2-TZVPD

Each line ends with the natural charge from an NBO analysis.
Geometry (Å):
H (0.36, 0.88, 1.63)  0.136
H (-1.86, 0.48, 0.39)  0.249
C (-0.52, -0.84, -0.60)  -0.510
O (1.17, 1.93, 0.10)  -0.900
H (0.16, -1.03, -1.60)  0.249
H (0.15, -2.72, 0.35)  0.224
Pb (2.44, 0.36, -0.32)  1.564
C (0.51, -1.76, -0.08)  0.487
O (1.68, -1.42, 0.26)  -0.729
H (-1.22, 1.09, -1.11)  0.250
H (-0.57, 2.38, 1.10)  0.209
H (-1.43, -1.44, -0.70)  0.283
C (-0.94, 0.53, -0.21)  -0.481
C (0.07, 1.54, 0.78)  -0.032

The frontier orbital gap is 7.95 eV. The value obtained for the energy above the lowest of the compared OMol25 structures with the same formula, charge and spin is 0.0 kcal per mole. The calculation puts the HOMO energy at -13.6 eV. As for the total charge: +1. For the LUMO energy, the calculation gives -0.2092 Eh.

=====

Q: Which of these has the lowest frontier orbital gap?
A: C4H8NOS